1.
{
  "formula": "C38H29N9OP2PdS",
  "method": "the ωB97M-V functional and the def2-TZVPD basis",
  "elements": ["Pd", "O", "S", "C", "C", "C", "C", "C", "C", "P", "C", "C", "C", "C", "C", "C", "C", "C", "C", "C", "C", "C", "C", "C", "C", "C", "C", "C", "P", "C", "C", "C", "C", "C", "C", "C", "C", "C", "C", "C", "C", "H", "H", "H", "H", "H", "H", "H", "H", "H", "H", "H", "H", "H", "H", "H", "H", "H", "H", "H", "H", "H", "H", "H", "H", "H", "H", "H", "H", "N", "C", "N", "N", "N", "N", "C", "N", "N", "N", "N", "H"],
  "coordinates": [[0.080, -0.284, 0.436], [-1.101, 2.975, 0.228], [-0.295, 1.905, -0.401], [1.243, 2.631, -0.931], [1.210, 3.958, -1.328], [2.429, 4.554, -1.758], [3.609, 3.815, -1.772], [3.596, 2.563, -1.171], [2.407, 1.919, -0.809], [2.360, 0.387, 0.225], [3.181, 1.000, 1.774], [3.577, 0.097, 2.770], [4.264, 0.546, 3.912], [4.496, 1.880, 4.164], [4.000, 2.792, 3.239], [3.341, 2.384, 2.093], [3.447, -0.808, -0.498], [4.764, -0.839, -0.023], [5.582, -1.895, -0.367], [5.212, -2.710, -1.420], [3.984, -2.578, -2.034], [3.051, -1.572, -1.634], [-1.114, 1.586, -2.008], [-0.942, 2.424, -3.102], [-1.846, 2.348, -4.164], [-2.842, 1.401, -4.182], [-2.925, 0.478, -3.147], [-2.139, 0.640, -2.013], [-2.272, -0.483, -0.586], [-3.596, 0.132, 0.469], [-4.252, 1.325, 0.250], [-5.124, 1.915, 1.186], [-5.435, 1.222, 2.331], [-4.926, -0.049, 2.515], [-4.007, -0.606, 1.610], [-2.993, -1.970, -1.176], [-2.201, -2.934, -1.806], [-2.792, -4.144, -2.228], [-4.161, -4.367, -2.108], [-4.971, -3.287, -1.745], [-4.386, -2.080, -1.270], [0.247, 4.484, -1.378], [2.383, 5.561, -2.080], [4.528, 4.235, -2.210], [4.504, 2.059, -0.960], [3.420, -0.951, 2.598], [4.582, -0.209, 4.655], [4.937, 2.130, 5.126], [4.250, 3.823, 3.378], [3.028, 3.184, 1.405], [5.081, -0.094, 0.688], [6.522, -2.019, 0.197], [5.910, -3.476, -1.730], [3.654, -3.255, -2.865], [2.074, -1.461, -2.137], [-0.150, 3.222, -3.076], [-1.669, 3.058, -5.021], [-3.494, 1.366, -5.035], [-3.636, -0.298, -3.175], [-4.126, 1.872, -0.676], [-5.655, 2.906, 1.022], [-6.090, 1.677, 3.046], [-5.204, -0.601, 3.418], [-3.565, -1.597, 1.816], [-1.149, -2.745, -2.059], [-2.156, -4.892, -2.666], [-4.509, -5.370, -2.302], [-6.064, -3.343, -1.746], [-5.038, -1.279, -0.964], [-0.584, -2.657, 3.060], [-0.695, -1.306, 3.458], [-0.962, -0.777, 4.653], [-1.020, 0.555, 4.456], [-0.707, 0.843, 3.202], [-0.527, -0.319, 2.536], [-0.104, -3.051, 1.822], [-0.074, -4.319, 1.483], [0.430, -4.397, 0.240], [0.653, -3.140, -0.198], [0.343, -2.317, 0.784], [-0.884, -3.375, 3.714]],
  "total_charge": 2,
  "energy_ha": -3241.489525,
  "s2": 6.039,
  "multiplicity": 5
}

2.
{
  "formula": "C38H30BrF4N2O5P2SV",
  "method": "the ωB97M-V functional and the def2-TZVPD basis",
  "elements": ["V", "C", "O", "C", "O", "N", "N", "H", "H", "H", "H", "H", "H", "F", "C", "C", "F", "C", "F", "C", "P", "C", "C", "C", "C", "C", "C", "C", "C", "C", "C", "C", "C", "C", "Br", "C", "F", "H", "H", "H", "H", "H", "H", "H", "H", "H", "H", "O", "S", "O", "O", "C", "C", "C", "C", "C", "C", "P", "C", "C", "C", "C", "C", "C", "C", "C", "C", "C", "C", "C", "H", "H", "H", "H", "H", "H", "H", "H", "H", "H", "H", "H", "H", "H"],
  "coordinates": [[0.302, -1.260, -0.421], [1.530, -4.758, 2.433], [2.106, -4.620, 1.113], [1.832, -3.511, 0.475], [1.124, -2.604, 0.931], [2.411, -3.426, -0.734], [2.046, -2.331, -1.538], [1.946, -5.679, 2.823], [0.448, -4.827, 2.349], [1.811, -3.911, 3.053], [2.903, -4.215, -1.125], [1.592, -2.673, -2.383], [2.890, -1.821, -1.789], [1.496, 5.045, 3.783], [1.602, 4.061, 2.904], [2.157, 4.297, 1.659], [2.593, 5.509, 1.344], [2.258, 3.254, 0.752], [2.836, 3.521, -0.420], [1.792, 1.978, 1.039], [1.877, 0.614, -0.176], [3.648, 0.194, -0.096], [4.647, 0.908, -0.758], [5.978, 0.547, -0.604], [6.324, -0.513, 0.221], [5.339, -1.214, 0.902], [4.006, -0.865, 0.741], [1.585, 1.367, -1.807], [2.224, 0.871, -2.941], [1.863, 1.313, -4.204], [0.861, 2.261, -4.347], [0.222, 2.761, -3.222], [0.572, 2.311, -1.958], [1.267, 1.757, 2.314], [0.686, 0.050, 2.874], [1.168, 2.785, 3.233], [0.657, 2.584, 4.444], [4.387, 1.752, -1.383], [6.745, 1.103, -1.126], [7.364, -0.787, 0.342], [5.608, -2.029, 1.562], [3.237, -1.404, 1.283], [3.029, 0.151, -2.855], [2.370, 0.922, -5.076], [0.580, 2.610, -5.331], [-0.554, 3.506, -3.324], [0.055, 2.709, -1.091], [-0.699, -3.024, -1.240], [-1.211, -2.260, -2.400], [-1.089, -2.905, -3.665], [-0.471, -0.946, -2.298], [-2.897, -1.881, -2.062], [-3.857, -2.388, -2.922], [-5.199, -2.148, -2.661], [-5.561, -1.412, -1.545], [-4.586, -0.906, -0.694], [-3.236, -1.124, -0.937], [-1.975, -0.420, 0.205], [-2.258, 1.372, 0.032], [-2.697, 1.930, -1.165], [-2.797, 3.310, -1.297], [-2.458, 4.142, -0.242], [-2.025, 3.591, 0.959], [-1.925, 2.216, 1.093], [-2.658, -0.844, 1.833], [-3.514, -0.025, 2.564], [-3.997, -0.445, 3.795], [-3.634, -1.684, 4.301], [-2.782, -2.507, 3.578], [-2.290, -2.085, 2.353], [-3.547, -2.966, -3.782], [-5.956, -2.541, -3.326], [-6.605, -1.225, -1.332], [-4.890, -0.333, 0.174], [-2.950, 1.297, -2.005], [-3.145, 3.733, -2.231], [-2.543, 5.216, -0.346], [-1.778, 4.233, 1.795], [-1.609, 1.796, 2.040], [-3.797, 0.948, 2.182], [-4.658, 0.200, 4.359], [-4.010, -2.007, 5.263], [-2.499, -3.475, 3.970], [-1.617, -2.726, 1.791]],
  "relative_energy_kj_mol": 14.04,
  "total_charge": 1,
  "energy_ha": -6950.022233,
  "s2": 0.775,
  "multiplicity": 2
}

3.
{
  "formula": "C38H30Cl2N3O7S2Ta",
  "method": "the ωB97M-V functional and the def2-TZVPD basis",
  "elements": ["Ta", "O", "C", "C", "C", "C", "C", "C", "C", "N", "N", "C", "O", "C", "C", "C", "C", "C", "C", "H", "H", "H", "H", "H", "H", "H", "H", "H", "H", "Cl", "C", "C", "C", "Cl", "C", "O", "C", "C", "O", "C", "H", "H", "H", "C", "O", "C", "S", "S", "H", "H", "H", "C", "C", "C", "C", "C", "C", "N", "C", "C", "C", "C", "C", "C", "C", "O", "O", "C", "C", "H", "H", "H", "H", "H", "H", "H", "H", "H", "H", "H", "H", "H", "H"],
  "coordinates": [[-1.258, -0.676, 1.475], [-1.766, -1.542, 3.101], [-1.895, -1.252, 4.439], [-1.658, -2.220, 5.415], [-1.772, -1.845, 6.741], [-2.080, -0.536, 7.114], [-2.316, 0.426, 6.171], [-2.239, 0.082, 4.805], [-2.519, 1.065, 3.824], [-2.434, 0.903, 2.511], [-2.744, 1.957, 1.710], [-2.712, 1.561, 0.425], [-2.455, 0.294, 0.112], [-2.861, 2.577, -0.622], [-2.857, 2.288, -1.982], [-3.091, 3.276, -2.929], [-3.250, 4.601, -2.543], [-3.195, 4.908, -1.198], [-2.999, 3.922, -0.255], [-1.374, -3.225, 5.057], [-1.661, -2.605, 7.539], [-2.171, -0.327, 8.176], [-2.559, 1.459, 6.453], [-2.795, 2.033, 4.243], [-2.691, 1.247, -2.313], [-3.108, 3.005, -3.992], [-3.400, 5.375, -3.313], [-3.256, 5.955, -0.880], [-2.981, 4.198, 0.802], [-5.597, -6.092, -1.319], [-4.382, -4.958, -0.886], [-4.739, -3.867, -0.105], [-3.801, -2.956, 0.356], [-4.334, -1.690, 1.347], [-2.455, -3.082, -0.062], [-1.530, -2.161, 0.375], [-2.070, -4.162, -0.885], [-0.719, -4.409, -1.391], [0.277, -3.694, -1.184], [-3.037, -5.094, -1.278], [-5.774, -3.682, 0.156], [-0.654, -5.307, -2.043], [-2.784, -5.932, -1.945], [4.182, -0.880, 3.713], [3.221, -1.409, 2.769], [1.905, -1.206, 2.986], [1.358, -0.200, 4.179], [1.000, -2.175, 1.914], [5.146, -1.307, 3.401], [3.950, -1.193, 4.737], [4.197, 0.206, 3.641], [2.457, -0.512, -6.659], [3.084, -0.292, -5.292], [4.482, -0.471, -5.221], [5.165, -0.294, -4.025], [4.471, 0.120, -2.875], [3.070, 0.312, -2.913], [2.368, 0.652, -1.757], [2.722, 1.556, -0.779], [3.801, 2.456, -0.939], [4.160, 3.346, 0.081], [3.405, 3.373, 1.240], [2.316, 2.527, 1.417], [1.924, 1.647, 0.429], [0.698, 0.867, 0.561], [-0.044, 1.058, 1.615], [0.356, -0.026, -0.256], [2.377, 0.081, -4.151], [0.879, 0.313, -4.215], [3.212, -0.883, -7.365], [2.061, 0.418, -7.109], [1.655, -1.274, -6.607], [5.070, -0.737, -6.111], [6.236, -0.505, -3.975], [5.024, 0.267, -1.935], [1.519, 0.096, -1.530], [4.357, 2.435, -1.878], [4.986, 4.027, -0.056], [3.657, 4.048, 2.045], [1.770, 2.601, 2.369], [0.573, 1.086, -3.482], [0.336, -0.615, -3.988], [0.587, 0.669, -5.201]],
  "relative_energy_kj_mol": 0.00,
  "energy_ha": -3930.972729
}